# 1
3 unconnected molecules or ions with the total composition C3H14NO2 in a non-equilibrium geometry, computed with wB97M-V/def2-TZVPD.

Geometry as XYZ:
```
20
Properties=species:S:1:pos:R:3
C -0.699 -2.236 0.390
C 0.029 -1.304 -0.543
N -0.031 0.123 -0.029
C 0.728 1.116 -0.848
H -0.485 -2.083 1.440
H -0.435 -3.252 0.122
H -1.766 -2.178 0.188
H -0.412 -1.208 -1.514
H 1.076 -1.503 -0.753
H -1.001 0.434 -0.076
H 0.275 0.118 0.943
H 0.211 1.097 -1.799
H 0.431 2.055 -0.419
H 1.771 0.870 -0.857
H 2.685 0.995 2.519
H 2.432 -0.474 2.371
O 1.984 0.377 2.281
H -2.995 2.254 -0.864
H -1.729 2.754 -1.555
O -2.068 2.044 -0.998
```

Summary:
net charge	+1
highest occupied orbital energy	-15.7064	eV
HOMO-LUMO gap	12.948	eV

# 2
A molecular structure, C28H44Cl5I2MoN4O2S3Si in a non-equilibrium geometry, computed with wB97M-V/def2-TZVPD.

Geometry as XYZ:
```
90
Properties=species:S:1:pos:R:3
Mo 1.363 -0.706 0.157
I 0.210 -0.952 2.798
C -1.419 0.378 3.252
I -1.602 2.112 2.104
H -1.204 0.652 4.279
H -2.309 -0.235 3.167
Cl 0.062 -3.023 -0.190
C 0.701 -4.503 -1.137
Cl 2.264 -4.275 -1.817
H -0.053 -4.633 -1.906
H 0.693 -5.290 -0.391
Cl -6.859 -1.073 3.099
C -6.233 -0.533 1.583
C -5.570 0.682 1.504
C -5.084 1.090 0.272
C -5.232 0.321 -0.879
C -4.658 0.843 -2.173
C -3.511 -0.025 -2.718
N -2.243 0.272 -2.027
C -1.587 1.478 -2.023
C -0.464 1.295 -1.284
N -0.428 -0.022 -0.823
C -1.532 -0.592 -1.313
O -5.592 0.951 -3.220
C -5.899 2.297 -3.608
C -4.656 3.082 -3.929
C -3.775 2.783 -4.928
Cl -3.911 1.495 -6.054
S -2.435 3.843 -4.993
C -3.016 4.717 -3.636
C -4.197 4.215 -3.182
C -5.905 -0.893 -0.756
Cl -6.105 -1.943 -2.127
C -6.409 -1.327 0.458
H -5.467 1.302 2.383
H -4.596 2.055 0.193
H -4.237 1.826 -1.942
H -3.378 0.167 -3.781
H -3.710 -1.085 -2.573
H -1.973 2.342 -2.539
H 0.289 2.012 -1.013
H -1.853 -1.604 -1.149
H -6.464 2.804 -2.821
H -6.548 2.184 -4.475
H -2.490 5.591 -3.291
H -4.760 4.653 -2.370
H -6.935 -2.268 0.526
C 6.641 -1.863 2.036
C 5.492 -1.055 2.605
N 4.416 -1.915 3.135
C 3.406 -2.425 2.470
S 3.252 -2.105 0.733
N 2.531 -3.233 3.058
C 2.584 -3.674 4.465
C 3.571 -4.807 4.698
H 7.407 -1.185 1.662
H 6.313 -2.496 1.212
H 7.099 -2.493 2.797
H 5.048 -0.395 1.863
H 5.815 -0.441 3.446
H 4.561 -2.264 4.075
H 1.917 -3.736 2.435
H 1.571 -3.980 4.721
H 2.800 -2.798 5.082
H 3.270 -5.703 4.157
H 3.600 -5.050 5.758
H 4.584 -4.553 4.386
C 2.921 2.099 2.988
Si 3.022 2.242 1.158
C 2.145 3.703 0.477
C 4.728 2.012 0.481
O 2.080 0.839 0.548
H 3.598 2.834 3.430
H 3.232 1.114 3.343
H 1.921 2.307 3.368
H 2.754 4.590 0.670
H 1.176 3.858 0.954
H 2.004 3.654 -0.604
H 5.460 2.161 1.276
H 4.949 2.742 -0.299
H 4.902 1.017 0.063
C 2.714 0.943 -2.666
S 2.473 -0.765 -2.126
C 1.268 -1.282 -3.365
H 1.764 1.376 -2.967
H 3.404 0.905 -3.507
H 3.163 1.519 -1.861
H 1.738 -1.128 -4.335
H 0.363 -0.686 -3.288
H 1.064 -2.343 -3.237
```

Summary:
net charge	+3
highest occupied orbital energy	-14.6457	eV
HOMO-LUMO gap	4.776	eV

# 3
A single C5H11NO molecule in a non-equilibrium geometry, computed with wB97M-V/def2-TZVPD.

Geometry as XYZ:
```
18
Properties=species:S:1:pos:R:3
C -0.755 1.730 -0.467
C -0.266 1.249 0.673
N -0.469 1.880 1.923
C 0.657 0.047 0.819
C 0.189 -1.249 0.134
C 0.123 -1.355 -1.372
O 1.408 -1.654 -1.907
H -0.420 1.494 -1.464
H -1.565 2.451 -0.447
H -0.700 1.185 2.617
H -1.150 2.621 1.889
H 1.653 0.308 0.458
H 0.698 -0.175 1.885
H 0.768 -2.091 0.513
H -0.835 -1.379 0.515
H -0.210 -0.430 -1.840
H -0.617 -2.102 -1.666
H 1.490 -2.530 -2.263
```

Summary:
net charge	0
highest occupied orbital energy	-8.3905	eV
SMILES string	C=C(N)CCCO
HOMO-LUMO gap	9.339	eV

# 4
A molecular structure, C17H18MnN3O6S, computed with wB97M-V/def2-TZVPD.

Geometry as XYZ:
```
46
Properties=species:S:1:pos:R:3
Mn 0.143 -0.254 -0.420
O 1.846 0.803 3.115
C 1.084 0.952 2.057
O 1.420 0.536 0.954
C -0.166 1.759 2.329
O -1.142 1.535 1.353
C -2.140 0.590 1.765
C -1.541 -0.804 1.944
O -1.790 -1.453 2.937
O -0.795 -1.198 0.953
H 2.640 0.300 2.869
H 0.138 2.810 2.281
H -0.508 1.554 3.345
H -2.877 0.583 0.963
H -2.612 0.911 2.693
N -1.954 1.589 -3.446
C -1.536 2.815 -2.938
C -1.770 4.122 -3.352
C -1.176 5.117 -2.604
C -0.377 4.823 -1.486
C -0.156 3.525 -1.080
C -0.754 2.510 -1.823
N -0.711 1.127 -1.669
C -1.425 0.633 -2.653
C -1.551 -0.811 -2.736
C -2.173 -1.636 -3.615
S -1.967 -3.253 -3.107
C -1.070 -2.732 -1.762
N -0.920 -1.441 -1.689
H -2.553 1.440 -4.239
H -2.380 4.352 -4.215
H -1.328 6.151 -2.885
H 0.069 5.639 -0.933
H 0.457 3.294 -0.219
H -2.729 -1.389 -4.504
H -0.688 -3.414 -1.016
C 2.535 0.953 -3.396
C 2.716 -0.072 -2.317
C 4.086 -0.531 -1.927
O 1.739 -0.507 -1.725
H 3.389 1.015 -4.066
H 2.406 1.927 -2.911
H 1.623 0.738 -3.950
H 4.830 -0.354 -2.700
H 4.057 -1.582 -1.649
H 4.370 0.038 -1.036
```

Summary:
net charge	+1
expectation value of S²	1.20
highest occupied orbital energy (spin up / spin down)	-11.3319 / -10.8961	eV
multiplicity	2
HOMO-LUMO gap (spin up / spin down)	8.404 / 7.938	eV

# 5
3 unconnected molecules or ions with the total composition C16H39N2O10P3 in a non-equilibrium geometry, computed with wB97M-V/def2-TZVPD.

Geometry as XYZ:
```
70
Properties=species:S:1:pos:R:3
C -1.387 -2.779 3.823
C -0.331 -3.740 3.314
O -0.669 -4.365 2.079
P -0.547 -3.551 0.643
O 0.790 -2.908 0.793
O -0.137 -4.779 -0.350
C 1.130 -4.816 -1.003
C 2.188 -5.473 -0.138
O -2.083 -3.881 0.247
C -3.224 -3.541 1.027
C -3.534 -2.054 1.011
H -1.583 -1.988 3.096
H -1.066 -2.314 4.756
H -2.328 -3.295 4.018
H 0.631 -3.229 3.232
H -0.203 -4.547 4.037
H 1.434 -3.815 -1.308
H 0.997 -5.396 -1.918
H 2.165 -5.103 0.886
H 3.184 -5.299 -0.548
H 2.020 -6.550 -0.086
H -3.129 -3.944 2.034
H -4.058 -4.077 0.572
H -2.635 -1.454 1.176
H -4.267 -1.807 1.779
H -3.946 -1.760 0.046
C -2.012 -0.942 -2.761
C -1.177 0.162 -2.139
O -1.168 1.381 -2.870
P -2.438 2.412 -2.823
O -2.911 2.404 -1.422
O -1.668 3.831 -2.944
C -1.694 4.757 -1.857
C -0.588 4.446 -0.867
O -2.731 2.469 -4.399
C -3.006 1.334 -5.215
C -4.383 0.745 -4.970
H -3.052 -0.632 -2.881
H -1.990 -1.837 -2.136
H -1.631 -1.219 -3.745
H -1.500 0.347 -1.111
H -0.137 -0.164 -2.089
H -2.669 4.759 -1.371
H -1.553 5.753 -2.279
H -0.548 3.379 -0.649
H -0.732 4.985 0.070
H 0.387 4.716 -1.275
H -2.208 0.597 -5.125
H -2.959 1.695 -6.243
H -4.591 0.638 -3.903
H -4.472 -0.232 -5.445
H -5.155 1.393 -5.386
C 6.468 2.249 2.894
C 5.691 3.516 2.482
C 4.618 3.120 1.437
N 3.883 1.938 1.890
P 2.216 2.213 2.102
O 1.701 0.800 2.751
N 2.109 3.299 3.460
C 2.053 4.481 3.185
O 2.050 5.588 2.859
H 5.909 1.702 3.649
H 6.559 1.609 2.015
H 7.444 2.483 3.317
H 6.356 4.263 2.050
H 5.170 3.873 3.371
H 5.166 2.918 0.515
H 3.967 3.981 1.256
H 4.077 1.113 1.342
H 1.739 0.145 2.040
```

Summary:
net charge	0
highest occupied orbital energy	-8.1923	eV
SMILES string	CCOP(=O)(OCC)OCC.CCOP(=O)(OCC)OCC.CCCNP(O)N=C=O
HOMO-LUMO gap	7.878	eV

# 6
3 unconnected molecules or ions with the total composition C16H23F2O3P2 in a non-equilibrium geometry, computed with wB97M-V/def2-TZVPD.

Geometry as XYZ:
```
46
Properties=species:S:1:pos:R:3
C 3.152 1.148 1.462
C 2.025 1.689 0.523
O 1.815 3.091 0.756
C 0.485 3.435 0.360
C -0.337 3.510 1.683
O -1.771 3.675 1.506
P -2.466 2.461 0.629
P -4.266 1.590 1.515
O -4.878 0.753 0.395
H 3.374 0.076 1.278
H 2.787 1.291 2.500
H 4.041 1.789 1.324
H 2.332 1.523 -0.534
H 1.114 1.089 0.765
H 0.156 2.646 -0.349
H 0.536 4.413 -0.152
H -0.065 2.638 2.319
H 0.023 4.402 2.233
H -2.818 3.018 -0.640
H -1.531 1.416 0.412
H -5.210 2.626 1.821
H -3.994 0.804 2.680
F -3.302 -0.619 -5.963
C -3.907 -0.566 -4.767
C -3.139 -0.420 -3.626
C -3.767 -0.362 -2.389
C -5.152 -0.459 -2.304
C -5.910 -0.611 -3.459
C -5.286 -0.660 -4.700
H -2.061 -0.355 -3.711
H -3.178 -0.242 -1.487
H -5.637 -0.418 -1.341
H -6.987 -0.692 -3.394
H -5.861 -0.769 -5.611
F 3.118 -1.712 2.310
C 4.048 -2.646 1.999
C 5.342 -2.246 1.721
C 6.296 -3.205 1.407
C 5.941 -4.549 1.364
C 4.636 -4.935 1.641
C 3.682 -3.979 1.966
H 5.598 -1.194 1.753
H 7.314 -2.905 1.195
H 6.685 -5.295 1.115
H 4.360 -5.981 1.604
H 2.662 -4.262 2.193
```

Summary:
net charge	+1
highest occupied orbital energy	-11.1394	eV
HOMO-LUMO gap	6.140	eV

# 7
A single C4H5NO molecule in a non-equilibrium geometry, computed with wB97M-V/def2-TZVPD.

Geometry as XYZ:
```
11
Properties=species:S:1:pos:R:3
C -0.891 1.319 0.644
C -0.628 0.022 0.654
C 0.642 -0.588 0.104
O 1.611 0.331 -0.338
C 0.211 -1.444 -1.032
N -0.206 -1.958 -1.982
H -1.823 1.701 1.050
H -0.178 2.029 0.236
H -1.331 -0.713 1.044
H 1.115 -1.172 0.904
H 1.477 0.472 -1.284
```

Summary:
net charge	0
highest occupied orbital energy	-10.5573	eV
SMILES string	C=C[C@H](O)C#N
HOMO-LUMO gap	11.289	eV

# 8
A molecular structure, C19H31N3O3PS3Sn, computed with wB97M-V/def2-TZVPD.

Geometry as XYZ:
```
61
Properties=species:S:1:pos:R:3
Sn 0.128 -1.011 -1.281
N 1.599 5.310 4.263
C 1.652 4.230 3.439
C 2.007 2.967 3.941
C 2.062 1.873 3.108
C 1.758 2.023 1.758
C 1.413 3.264 1.238
C 1.369 4.360 2.068
S 1.701 0.596 0.759
O 1.901 0.938 -0.649
O 2.575 -0.418 1.287
N 0.151 0.059 0.743
C -0.227 -1.021 1.494
S -0.118 -1.236 3.201
C -0.800 -2.817 3.020
C -1.053 -3.070 1.718
N -0.719 -2.052 0.853
H 1.752 5.206 5.248
H 1.296 6.202 3.921
H 2.252 2.863 4.991
H 2.354 0.903 3.486
H 1.194 3.355 0.182
H 1.128 5.336 1.666
H -0.944 -3.452 3.877
H -1.473 -3.981 1.322
O 1.873 -2.608 -1.355
S 3.290 -3.107 -1.625
C 4.372 -2.536 -0.274
C 5.177 -1.342 -0.782
C 5.364 -1.544 -2.285
C 3.985 -1.900 -2.813
H 5.008 -3.383 -0.015
H 3.727 -2.286 0.564
H 6.133 -1.269 -0.266
H 4.615 -0.423 -0.600
H 6.068 -2.356 -2.481
H 5.748 -0.647 -2.770
H 3.980 -2.336 -3.810
H 3.305 -1.049 -2.771
C -3.740 -2.797 -1.937
C -3.978 -1.603 -1.012
P -2.702 -0.297 -1.234
C -3.282 1.107 -0.177
C -4.766 1.161 0.183
C -2.943 0.310 -2.962
C -4.325 0.818 -3.357
H -4.457 -3.590 -1.727
H -2.735 -3.205 -1.806
H -3.863 -2.516 -2.984
H -3.898 -1.920 0.031
H -4.970 -1.182 -1.171
H -2.981 2.019 -0.700
H -2.688 1.059 0.740
H -5.398 1.234 -0.701
H -4.950 2.038 0.803
H -5.069 0.284 0.754
H -2.637 -0.512 -3.616
H -2.198 1.102 -3.088
H -5.087 0.049 -3.226
H -4.324 1.108 -4.408
H -4.610 1.693 -2.774
```

Summary:
net charge	+1
highest occupied orbital energy	-10.6209	eV
HOMO-LUMO gap	8.140	eV

| no. | M (Da) | E (hartree) |
| --- | --- | --- |
| 1 | 96.1 | -327.7046 |
| 2 | 1120.0 | -5910.6608 |
| 3 | 101.1 | -327.0684 |
| 4 | 447.4 | -2823.3668 |
| 5 | 512.4 | -2519.1392 |
| 6 | 363.3 | -1731.2820 |
| 7 | 83.1 | -285.3623 |
| 8 | 595.4 | -2882.6121 |